# 1
A 2-piece molecular cluster, C5H8N2O2 overall at a distorted geometry, computed with wB97M-V/def2-TZVPD.

```
17
Properties=species:S:1:pos:R:3:forces:R:3
O -1.867 1.259 1.927 0.812 -0.671 -0.598
C -1.005 0.634 1.320 -0.627 1.276 0.861
C -1.182 -0.413 0.333 1.159 -0.665 -1.482
C 0.048 -0.794 -0.158 -1.414 0.024 3.108
O 0.351 -1.947 -0.754 0.208 -0.914 -1.521
C 1.155 -0.090 0.571 0.092 0.766 -0.717
N 1.149 -0.388 2.009 0.043 -0.458 0.221
C 0.493 0.831 1.510 0.102 0.509 -0.145
H -2.141 -0.844 0.051 0.305 0.059 0.207
H 0.330 -2.689 -0.138 -0.179 0.251 0.087
H 2.094 0.130 0.063 -0.277 -0.010 0.147
H 2.053 -0.146 2.413 -0.121 0.007 -0.075
H 0.894 1.811 1.769 -0.199 -0.299 -0.017
N 0.302 0.178 -2.755 0.087 0.168 -0.032
H 0.204 1.190 -2.745 0.045 -0.252 -0.139
H -0.455 -0.217 -3.309 0.254 0.103 0.116
H 1.192 -0.068 -3.184 -0.290 0.106 -0.020
```
Positions in Å, forces in eV/Å.

## Properties
* calculated total energy: -12387.6948 eV
* relative energy (zero: lowest compared OMol25 entry of this formula, charge and spin): 312.7 kJ/mol
* HOMO energy: -9.2 eV
* lowest unoccupied orbital energy: 0.493 eV
* SMILES string: O=C1C=C(O)[C@@H]2N[C@H]12.N
* Kohn-Sham gap: 9.66 eV
* largest force on an atom: 3.41 eV Å⁻¹

=====

# 2
C38H52Br2N3O4PSSiTi as an isolated structure at a distorted geometry, computed with wB97M-V/def2-TZVPD.

```
103
Properties=species:S:1:pos:R:3:forces:R:3
Ti 1.315 -0.084 0.029 -1.515 0.459 0.071
C 5.859 2.958 -4.076 0.037 -0.063 -0.018
O 5.986 1.585 -4.360 0.066 0.200 -0.033
C 5.131 0.742 -3.679 -0.032 -0.113 -0.002
C 5.207 -0.609 -4.002 0.016 -0.057 -0.011
C 4.360 -1.504 -3.378 -0.006 0.069 -0.018
C 3.402 -1.109 -2.412 -0.155 0.095 0.104
C 2.481 -2.003 -1.816 0.203 0.115 -0.017
C 2.387 -3.464 -2.106 -0.111 -0.012 -0.008
O 1.585 -1.552 -0.959 0.574 -1.393 -1.192
C 3.373 0.289 -2.062 0.025 -0.017 -0.004
O 2.571 0.788 -1.136 0.280 -0.040 -0.256
C 4.232 1.176 -2.718 -0.087 0.093 0.094
H 6.565 3.475 -4.723 0.030 0.004 -0.029
H 6.100 3.184 -3.033 -0.001 -0.015 0.008
H 4.847 3.322 -4.283 -0.005 -0.008 -0.007
H 5.931 -0.939 -4.740 -0.040 0.011 0.025
H 4.435 -2.549 -3.646 -0.023 0.005 -0.017
H 3.249 -3.848 -2.648 -0.004 -0.006 0.011
H 1.479 -3.671 -2.688 0.056 -0.040 0.039
H 2.283 -4.012 -1.165 -0.024 -0.007 -0.039
H 4.163 2.214 -2.421 -0.024 -0.036 0.019
C -4.796 -2.631 2.555 -0.126 0.073 -0.031
Si -3.084 -3.399 2.741 -0.153 -0.110 0.006
C -3.385 -5.141 3.414 -0.012 -0.132 -0.017
C -2.193 -2.477 4.095 0.169 0.085 -0.001
C -2.379 -3.617 1.010 0.238 0.280 -0.036
C -3.083 -4.490 0.195 -0.067 -0.001 0.142
C -2.706 -4.722 -1.122 0.010 0.027 -0.037
C -1.596 -4.030 -1.574 0.012 0.075 0.075
N -0.893 -3.177 -0.842 0.008 0.048 0.041
C -1.245 -2.940 0.440 -0.132 -0.160 0.039
S -0.311 -1.852 1.421 -0.039 -0.137 0.215
H -5.399 -2.791 3.457 0.056 0.038 -0.058
H -5.329 -3.072 1.705 0.026 0.030 0.075
H -4.724 -1.553 2.378 -0.018 -0.108 -0.005
H -3.873 -5.103 4.394 0.037 0.017 -0.057
H -2.437 -5.678 3.526 -0.063 0.026 -0.005
H -4.023 -5.726 2.743 0.057 0.011 0.077
H -2.765 -2.551 5.030 0.019 -0.025 -0.118
H -2.061 -1.428 3.828 0.004 -0.039 0.042
H -1.193 -2.890 4.250 -0.062 0.054 0.014
H -3.958 -5.005 0.591 0.044 0.018 -0.037
H -3.255 -5.397 -1.766 0.009 -0.025 -0.021
H -1.248 -4.167 -2.598 -0.007 0.012 0.021
Br 1.855 3.942 3.156 0.004 -0.040 -0.052
C 2.834 2.306 3.116 0.020 0.158 0.104
C 3.866 2.151 4.036 -0.032 -0.047 -0.096
C 4.581 0.971 4.052 -0.010 0.005 0.009
Br 5.986 0.807 5.343 0.003 -0.006 -0.017
C 4.302 -0.102 3.185 0.061 -0.154 -0.038
C 4.961 -1.362 3.147 -0.080 0.046 -0.054
C 4.479 -2.335 2.249 0.070 0.121 0.120
C 3.431 -2.062 1.411 -0.075 0.036 -0.088
N 2.815 -0.848 1.373 0.085 0.296 0.203
C 3.242 0.107 2.267 0.036 -0.284 -0.033
C 2.500 1.306 2.204 -0.034 0.019 0.049
O 1.524 1.356 1.314 0.413 0.449 0.857
H 4.100 2.946 4.727 0.004 0.034 0.018
H 5.796 -1.564 3.801 -0.021 0.008 0.028
H 4.937 -3.316 2.216 -0.021 -0.004 -0.014
H 3.040 -2.809 0.734 -0.028 0.022 -0.016
C -4.143 1.827 -1.913 0.010 -0.007 0.003
C -2.785 1.125 -1.907 0.268 -0.164 -0.058
C -2.974 -0.400 -1.787 0.023 -0.032 0.022
C -2.096 1.339 -3.267 0.026 0.007 0.033
P -1.503 1.648 -0.584 -0.356 0.235 -0.236
N -0.349 0.622 -0.611 0.213 0.228 0.268
C -0.889 3.397 -1.053 0.258 -0.177 0.032
C -0.191 3.968 0.190 -0.016 0.019 -0.017
C 0.230 3.224 -2.102 -0.080 0.021 -0.030
C -1.920 4.404 -1.563 -0.050 -0.004 0.030
C -2.445 1.798 1.066 0.156 -0.195 -0.007
C -1.429 1.791 2.219 -0.070 0.112 0.041
C -3.360 3.018 1.197 -0.037 0.027 -0.019
C -3.286 0.525 1.253 0.013 -0.012 -0.064
H -4.706 1.492 -2.793 0.002 0.002 0.013
H -4.058 2.912 -1.966 -0.021 -0.017 -0.030
H -4.735 1.576 -1.034 -0.012 -0.003 -0.024
H -3.272 -0.813 -2.758 -0.035 0.072 0.043
H -3.737 -0.683 -1.064 0.019 0.020 0.049
H -2.031 -0.868 -1.500 0.005 -0.064 -0.010
H -2.659 0.809 -4.043 -0.034 0.034 0.038
H -1.083 0.929 -3.243 -0.059 0.024 -0.030
H -2.050 2.391 -3.550 0.015 -0.029 -0.023
H 0.493 3.235 0.619 0.016 0.030 0.010
H -0.891 4.287 0.961 0.052 -0.002 -0.023
H 0.397 4.847 -0.099 -0.044 -0.036 -0.026
H 0.873 2.382 -1.847 0.048 0.002 0.018
H 0.846 4.130 -2.115 -0.070 0.010 0.002
H -0.155 3.070 -3.110 0.011 0.004 0.021
H -2.732 4.569 -0.852 0.035 0.027 -0.056
H -2.357 4.108 -2.518 0.022 0.030 0.022
H -1.415 5.364 -1.718 -0.005 0.000 0.004
H -0.911 2.739 2.342 0.022 -0.062 -0.017
H -0.683 1.018 2.069 0.059 -0.078 0.029
H -1.960 1.575 3.154 -0.024 0.041 -0.053
H -2.801 3.953 1.225 -0.041 -0.044 0.023
H -3.906 2.937 2.145 0.009 -0.013 -0.039
H -4.095 3.083 0.393 -0.002 0.000 0.068
H -2.686 -0.371 1.072 -0.007 0.023 0.022
H -4.170 0.507 0.616 0.004 -0.029 0.000
H -3.627 0.490 2.294 0.009 0.039 -0.049
```
Positions in Å, forces in eV/Å.

## Properties
* calculated total energy: -244118.5867 eV
* relative energy (zero: lowest compared OMol25 entry of this formula, charge and spin): 93.6 kJ/mol
* HOMO energy (alpha / beta): 0.2 / -2.0 eV
* charge: -2
* lowest unoccupied orbital energy (alpha / beta): 4.122 / 4.120 eV
* spin multiplicity: 3
* Kohn-Sham gap (alpha / beta): 3.95 / 6.10 eV
* largest force on an atom: 1.92 eV Å⁻¹

=====

# 3
C53H53BFN6O5PRu as an isolated structure at a distorted geometry, computed with wB97M-V/def2-TZVPD.

```
121
Properties=species:S:1:pos:R:3:forces:R:3
Ru 1.905 0.301 0.015 1.188 -0.641 0.483
C 5.462 -0.603 -0.986 -0.062 0.019 0.254
C 5.183 -1.265 -2.292 -0.030 -0.060 0.000
C 6.131 -2.086 -2.894 0.052 0.014 0.001
C 5.899 -2.676 -4.124 0.053 -0.038 -0.101
C 4.709 -2.433 -4.787 0.009 -0.042 -0.123
C 3.747 -1.635 -4.193 0.116 -0.096 0.006
C 3.958 -1.072 -2.939 -0.206 -0.063 -0.037
P 2.666 -0.007 -2.182 -0.389 0.057 0.379
C 1.248 -0.280 -3.243 -0.844 -1.224 0.028
C 0.532 0.928 -3.755 0.320 0.060 -0.259
C -0.662 0.639 -4.693 -0.223 0.340 0.075
C -0.905 -0.771 -5.031 0.319 -1.298 0.568
C -0.341 -1.770 -4.291 -1.465 1.107 -1.484
C 0.680 -1.535 -3.338 1.680 1.599 0.798
C 1.217 -2.694 -2.558 0.073 0.075 -0.044
C 3.301 1.619 -2.691 0.001 0.068 0.145
C 4.048 1.836 -3.840 -0.021 0.150 0.016
C 4.579 3.089 -4.089 0.046 -0.084 -0.178
C 4.341 4.121 -3.195 0.034 0.127 -0.020
C 3.581 3.906 -2.059 0.113 0.057 -0.041
C 3.059 2.645 -1.772 -0.011 -0.072 -0.346
C 2.284 2.363 -0.529 0.419 -0.580 0.524
H 6.457 -0.856 -0.624 0.078 0.052 0.004
H 4.725 -0.928 -0.242 0.180 0.079 -0.027
H 5.374 0.482 -1.082 0.075 0.039 0.033
H 7.071 -2.260 -2.387 0.035 0.014 0.055
H 6.650 -3.313 -4.573 0.034 -0.012 0.009
H 4.525 -2.857 -5.764 0.001 -0.057 -0.056
H 2.816 -1.449 -4.708 -0.054 -0.037 -0.050
H 1.232 1.663 -4.160 -0.058 -0.065 0.086
H -0.706 1.304 -5.563 -0.008 -0.199 0.087
H -1.605 -1.000 -5.823 0.028 -0.094 -0.128
H -0.631 -2.797 -4.472 -0.001 -0.140 -0.124
H 0.378 -3.250 -2.141 -0.102 -0.151 0.081
H 1.836 -2.332 -1.733 -0.036 -0.225 0.038
H 1.810 -3.373 -3.177 0.030 -0.014 0.044
H 4.238 1.020 -4.522 0.056 -0.092 -0.075
H 5.190 3.253 -4.965 0.037 0.044 -0.090
H 4.760 5.099 -3.388 0.023 0.089 0.018
H 3.414 4.726 -1.372 -0.059 0.009 0.105
H 1.232 2.659 -0.695 -0.106 -0.051 0.109
H 2.664 3.035 0.253 -0.251 -0.207 0.003
C 1.022 -6.557 3.731 -0.040 0.042 -0.272
C -0.037 -6.339 2.646 -0.035 -0.690 0.452
C -1.419 -6.570 3.255 0.030 -0.043 -0.373
C -2.490 -6.370 2.196 0.059 -0.007 0.156
C -2.353 -4.988 1.623 -1.028 0.086 -0.221
C -3.486 -4.315 1.159 0.847 -0.274 0.227
C -3.349 -3.044 0.634 -0.011 0.377 -0.146
F -4.474 -2.408 0.202 0.313 -0.176 0.070
C -2.132 -2.414 0.539 0.040 -0.337 0.199
C -0.984 -3.072 1.019 -1.076 -0.315 -0.071
C 0.297 -2.396 0.904 0.638 1.439 -0.461
O 0.338 -1.223 0.440 0.213 -1.128 0.365
C 1.422 -3.174 1.336 0.355 0.036 -0.012
C 1.242 -4.411 1.872 -0.615 0.253 -0.098
N 0.031 -5.006 2.059 0.533 0.313 -0.177
C -1.102 -4.370 1.574 0.042 0.694 -0.223
C 2.863 -2.700 1.234 0.074 0.234 0.041
O 3.737 -3.407 1.738 0.036 -0.477 0.141
O 3.085 -1.618 0.624 -0.390 1.248 -0.401
H 0.750 -7.436 4.314 0.012 -0.049 -0.006
H 1.064 -5.699 4.397 0.017 0.083 0.083
H 2.011 -6.727 3.315 0.103 0.037 0.032
H 0.125 -7.081 1.846 -0.103 0.090 0.105
H -1.571 -5.854 4.066 0.019 -0.023 0.091
H -1.465 -7.580 3.667 0.071 0.075 0.009
H -3.484 -6.500 2.630 0.005 0.006 -0.098
H -2.372 -7.122 1.406 -0.032 0.018 0.063
H -4.457 -4.785 1.208 -0.103 -0.023 0.009
H -2.029 -1.434 0.099 -0.025 0.088 -0.013
H 2.119 -4.957 2.174 0.129 0.021 0.090
C 2.301 0.964 2.054 -0.259 -0.508 -0.593
C 1.116 1.418 2.758 0.073 0.109 0.652
C 0.352 0.527 3.534 -0.015 0.120 -0.214
C -0.686 0.973 4.323 -0.072 0.067 0.167
C -1.011 2.322 4.369 -0.018 0.167 0.220
C -0.295 3.217 3.585 -0.214 -0.037 0.250
C 0.751 2.776 2.802 -0.023 -0.187 -0.218
H 2.681 0.023 2.466 0.037 0.204 0.046
H 3.089 1.723 2.039 -0.116 -0.130 -0.102
H 0.613 -0.523 3.527 0.062 -0.107 -0.020
H -1.237 0.269 4.936 -0.035 -0.054 0.011
H -1.811 2.670 5.009 -0.050 0.020 -0.030
H -0.556 4.268 3.599 0.003 0.081 0.000
H 1.313 3.489 2.215 0.125 0.059 -0.067
N -3.305 -0.419 -3.495 -0.756 -0.293 -0.162
N -2.352 0.367 -2.870 0.425 0.459 0.800
N -1.619 1.266 -3.651 -0.202 0.277 -0.976
C -0.475 1.577 -2.763 0.343 0.192 0.581
N -0.744 0.865 -1.509 -0.163 0.738 -0.451
N -1.657 -0.149 -1.837 -0.417 -1.092 0.004
H -3.274 -0.216 -4.491 0.055 -0.135 0.300
H -3.078 -1.402 -3.342 0.165 0.227 -0.115
H -0.342 2.645 -2.583 0.064 -0.100 0.058
C -3.889 6.587 2.961 -0.122 -0.156 -0.036
C -4.757 5.406 2.505 -0.104 0.203 0.016
C -5.807 5.132 3.587 0.228 0.019 -0.184
C -5.511 5.815 1.228 0.057 -0.023 0.157
C -3.879 4.196 2.192 -0.060 -0.134 0.211
C -4.021 2.979 2.855 -0.165 0.195 -0.006
C -3.326 1.833 2.485 0.267 -0.281 -0.524
C -2.478 1.925 1.405 -0.534 1.015 0.104
O -1.808 0.957 0.736 0.176 -0.631 0.081
B -1.238 1.583 -0.351 -0.137 0.094 -0.440
O -1.462 2.965 -0.312 0.425 0.059 -0.332
C -2.281 3.154 0.763 -0.407 -0.411 0.661
C -2.950 4.293 1.152 0.252 -0.186 -0.267
H -4.514 7.451 3.190 -0.031 0.068 0.006
H -3.189 6.871 2.180 0.132 0.055 -0.025
H -3.325 6.319 3.852 0.095 0.008 0.089
H -6.415 6.025 3.733 -0.018 0.056 0.009
H -5.341 4.886 4.538 0.028 -0.086 0.147
H -6.470 4.321 3.293 -0.068 -0.115 0.024
H -6.206 6.625 1.451 -0.061 0.090 -0.008
H -6.075 4.973 0.830 -0.060 -0.069 -0.046
H -4.825 6.160 0.460 0.051 0.014 -0.125
H -4.715 2.897 3.677 -0.070 0.012 0.060
H -3.464 0.891 2.994 -0.030 -0.048 0.068
H -2.785 5.216 0.619 -0.009 0.120 -0.106
```
Positions in Å, forces in eV/Å.

## Properties
* calculated total energy: -90263.6296 eV
* relative energy (zero: lowest compared OMol25 entry of this formula, charge and spin): 0.0 kJ/mol
* HOMO energy (alpha / beta): -3.1 / -3.1 eV
* charge: -1
* lowest unoccupied orbital energy (alpha / beta): 2.169 / 2.168 eV
* spin multiplicity: 2
* Kohn-Sham gap (alpha / beta): 5.24 / 5.25 eV
* largest force on an atom: 2.45 eV Å⁻¹

=====

> Look up the largest force on an atom of the third one.

2.45 eV Å⁻¹

=====

> Look up the calculated total energy of the third one.

-90263.6296 eV

=====

> The highest calculated total energy belongs to which entry?

C5H8N2O2